Model w:
Molecular formula: C4H16O4
Method: DFT, ωB97M-V with the def2-TZVPD basis set

Results
LUMO level, eV: 0.406
Gap between HOMO and LUMO, eV: 9.63
HOMO, eV: -9.227

Geometry as ORCA input:
```
! RIJCOSX wB97M-V def2-TZVPD def2/J DEFGRID3
* xyz 0 1
C 1.46531 -0.57426 -1.91201
C 0.39133 0.36589 -1.45572
C 0.49886 1.68803 -1.51679
C -0.59672 2.60097 -1.02548
H 1.84012 -1.19136 -1.09546
H 0.98000 -1.35764 -2.51004
H 2.22963 -0.22042 -2.58562
H -0.43290 -0.12856 -0.95335
H 1.32132 2.23596 -1.92908
H -1.18045 2.68654 -1.97304
H -0.35933 3.60871 -0.75060
H -1.23824 2.22162 -0.22474
O -0.95753 -2.47921 0.64582
H -0.00843 -2.38096 0.90651
H -1.24394 -1.56384 0.47020
O 0.57371 0.75519 1.58934
H 1.13579 0.92014 0.82296
H -0.35122 0.89006 1.32410
O 1.45916 -1.73146 1.45579
H 1.81312 -2.02960 2.30344
H 0.75694 -1.08310 1.70454
O -2.38993 0.01806 1.08782
H -3.03567 -0.13342 0.40160
H -2.73156 -0.47460 1.83289
*
```

=====

Model x:
Molecular formula: C4H16O4
Method: DFT, ωB97M-V with the def2-TZVPD basis set

Results
LUMO level, eV: 0.652
Gap between HOMO and LUMO, eV: 10.87
HOMO, eV: -10.217

Geometry as ORCA input:
```
! RIJCOSX wB97M-V def2-TZVPD def2/J DEFGRID3
* xyz 0 1
C 20.43893 -28.16280 12.92708
O 20.60327 -27.48575 11.68139
H 20.46923 -29.24954 12.84853
H 21.16180 -27.76314 13.63830
H 19.45056 -27.92407 13.31980
H 21.41131 -27.74162 11.23061
C 13.50142 -33.96233 12.03009
O 12.33470 -33.26278 12.42348
H 14.33187 -33.79320 12.71556
H 13.29518 -35.02999 11.95480
H 13.85635 -33.60005 11.06527
H 11.69981 -33.90126 12.75643
C 10.34708 -32.43731 17.02700
O 9.71216 -33.70648 17.00273
H 9.91090 -31.68566 16.36908
H 10.33782 -31.90490 17.97809
H 11.37346 -32.66229 16.73715
H 8.86765 -33.82195 17.44440
C 15.27238 -30.16742 15.06860
O 13.92070 -30.06377 14.66571
H 15.29795 -30.21028 16.15746
H 15.70628 -31.12497 14.78062
H 15.83621 -29.32572 14.66642
H 13.61970 -30.91697 14.34470
*
```

=====

Question: which arrangement is favored energetically? Ranking from most to least stable: model w, model x.

=====

Model w:
Molecular formula: C9H13NO2
Method: DFT, ωB97M-V with the def2-TZVPD basis set

Results
LUMO level, eV: 0.636
Gap between HOMO and LUMO, eV: 8.84
HOMO, eV: -8.203

Geometry as ORCA input:
```
! RIJCOSX wB97M-V def2-TZVPD def2/J DEFGRID3
* xyz 0 1
C 2.91740 -1.60033 -1.87879
C 1.58207 -1.48840 -1.28028
C 0.93896 -0.28423 -1.01181
C -0.25172 -0.19933 -0.24269
C -0.68588 -1.40037 0.32354
O -1.75656 -1.63671 1.21389
C -0.20419 -2.63618 -0.08896
C 0.95233 -2.68734 -0.91701
H 2.97072 -1.16064 -2.90460
H 3.47691 -2.55684 -1.81533
H 3.71723 -0.91854 -1.44246
H 1.52659 0.55628 -1.32947
H -0.75772 0.69998 -0.20273
H -2.01998 -0.91488 1.72540
H -0.85055 -3.52923 0.14238
H 1.28331 -3.58630 -1.28058
C -2.16549 3.14341 0.60708
C -1.61068 2.10828 1.54155
N -0.27169 2.11469 1.61127
O -2.27096 1.34376 2.20249
H -3.06390 2.94054 0.17110
H -1.53063 3.33295 -0.15688
H -2.34742 4.03267 1.23321
H 0.13186 1.36153 2.19711
H 0.28998 2.96525 1.58260
*
```

=====

Model x:
Molecular formula: C9H13NO2
Method: DFT, ωB97M-V with the def2-TZVPD basis set

Results
LUMO level, eV: 0.799
Gap between HOMO and LUMO, eV: 9.31
HOMO, eV: -8.509

Geometry as ORCA input:
```
! RIJCOSX wB97M-V def2-TZVPD def2/J DEFGRID3
* xyz 0 1
C -0.54711 -1.84832 2.34891
C 0.13009 -1.46805 1.05270
C -0.33965 -1.85958 -0.17135
C 0.29012 -1.45262 -1.36226
C 1.54353 -0.92064 -1.26794
O 2.19752 -0.33854 -2.33647
C 2.07599 -0.52583 -0.02752
C 1.36992 -0.83419 1.10508
H -0.62248 -0.99817 3.02614
H 0.04015 -2.62402 2.83513
H -1.54829 -2.24456 2.21117
H -1.25907 -2.42019 -0.31439
H -0.21801 -1.59250 -2.30508
H 1.91698 -0.67616 -3.18963
H 2.98289 0.06857 -0.10148
H 1.74634 -0.47110 2.05508
C -2.06471 2.54104 -0.00772
C -1.03426 1.97699 -0.95152
N 0.26405 2.24784 -0.63759
O -1.32228 1.26596 -1.89672
H -2.83930 1.79038 0.02147
H -2.53919 3.48115 -0.29279
H -1.71290 2.66216 1.02170
H 0.95995 1.67407 -1.09241
H 0.52972 2.56628 0.27749
*
```

=====

Question: which arrangement is favored energetically? Ranking from most to least stable: model x, model w.

=====

Model w:
Molecular formula: C9H13NO2
Method: DFT, ωB97M-V with the def2-TZVPD basis set

Results
LUMO level, eV: 0.644
Gap between HOMO and LUMO, eV: 9.18
HOMO, eV: -8.538

Geometry as ORCA input:
```
! RIJCOSX wB97M-V def2-TZVPD def2/J DEFGRID3
* xyz 0 1
C -0.89070 -2.15555 -1.23781
C -0.42058 -1.76705 0.14945
C -1.18873 -0.83169 0.90516
C -0.66297 -0.34000 2.09645
C 0.54937 -0.89004 2.59094
O 1.12434 -0.09935 3.61374
C 1.14554 -1.93958 1.92352
C 0.69097 -2.31825 0.69723
H -1.29027 -1.32427 -1.81182
H -1.83290 -2.77884 -1.14574
H -0.23367 -2.73815 -1.87429
H -2.20615 -0.48907 0.62253
H -1.10253 0.46278 2.76315
H 1.98865 -0.69718 3.77867
H 2.04435 -2.31111 2.36209
H 1.34551 -3.03936 0.11153
C 0.58897 1.70270 -2.15171
C 0.44612 3.06885 -1.58430
N -0.86446 3.50388 -1.35375
O 1.43161 3.81274 -1.37441
H 1.38381 1.12871 -1.63828
H 0.93442 1.75456 -3.23204
H -0.26935 1.06516 -2.00161
H -1.07078 4.37224 -0.86720
H -1.64059 2.84785 -1.34152
*
```

=====

Model x:
Molecular formula: C9H13NO2
Method: DFT, ωB97M-V with the def2-TZVPD basis set

Results
LUMO level, eV: 0.622
Gap between HOMO and LUMO, eV: 9.06
HOMO, eV: -8.436

Geometry as ORCA input:
```
! RIJCOSX wB97M-V def2-TZVPD def2/J DEFGRID3
* xyz 0 1
C 2.61778 -1.38004 -0.21781
C 1.10858 -1.38220 -0.16235
C 0.29446 -1.68078 -1.27563
C -0.93687 -2.22721 -1.06679
C -1.49048 -2.20575 0.21186
O -2.70313 -2.86172 0.31279
C -0.81382 -1.75004 1.30728
C 0.53072 -1.32763 1.12615
H 2.92816 -1.27953 -1.26267
H 2.78785 -2.39534 0.16949
H 3.10613 -0.63928 0.41045
H 0.62859 -1.53869 -2.30244
H -1.64704 -2.48790 -1.84048
H -3.26318 -2.53970 1.04491
H -1.26714 -1.54582 2.27091
H 1.13046 -0.90159 1.92390
C 0.71116 3.36013 -0.11994
C -0.70169 3.44343 0.33616
N -1.55508 2.45720 -0.13731
O -1.04433 4.24088 1.18240
H 1.22139 2.43074 0.14723
H 1.23290 4.26968 0.18574
H 0.91066 3.36632 -1.21145
H -2.53472 2.63990 -0.07927
H -1.25136 1.93496 -0.95311
*
```

=====

Question: which arrangement is favored energetically? Ranking from most to least stable: model x, model w.

=====

Model w:
Molecular formula: C2H8NO2P
Method: DFT, ωB97M-V with the def2-TZVPD basis set

Results
LUMO level (alpha / beta), eV: 0.130 / 0.130
Gap between HOMO and LUMO (alpha / beta), eV: 9.10 / 9.10
HOMO (alpha / beta), eV: -8.974 / -8.973

Geometry as ORCA input:
```
! RIJCOSX wB97M-V def2-TZVPD def2/J DEFGRID3
* xyz 0 1
C 0.58631 0.24636 -1.53926
C -1.48271 0.75316 0.29099
N 0.60280 -0.76230 1.22057
O -0.78650 -1.95725 -0.45161
O 1.45967 0.23607 1.57633
P -0.34243 -0.58268 -0.18230
H -0.21031 0.17542 -2.39116
H 0.68443 1.30666 -1.26543
H 1.42594 -0.37443 -1.92938
H -1.80831 0.83040 1.26420
H -0.84663 1.58084 0.03561
H -2.39974 0.57607 -0.21443
H 1.29568 -2.21792 1.07956
H 1.82181 0.18961 2.50631
*
```

=====

Model x:
Molecular formula: C2H8NO2P
Method: DFT, ωB97M-V with the def2-TZVPD basis set

Results
LUMO level (alpha / beta), eV: -0.166 / -0.145
Gap between HOMO and LUMO (alpha / beta), eV: 8.73 / 7.84
HOMO (alpha / beta), eV: -8.892 / -7.982

Geometry as ORCA input:
```
! RIJCOSX wB97M-V def2-TZVPD def2/J DEFGRID3
* xyz 0 1
C 0.11401 -1.77833 -1.49350
C -1.33411 1.22634 1.58706
N 2.14228 -0.22801 0.20924
O -0.32862 -0.85172 -0.51786
O -0.00193 0.79266 1.49939
P 0.66315 0.19174 0.16019
H -0.63850 -2.68544 -1.27190
H 1.14903 -2.00740 -1.39325
H -0.08650 -1.41724 -2.54611
H -1.35149 2.26086 1.13287
H -1.50581 1.08747 2.66869
H -1.93125 0.77156 0.89790
H 2.66630 0.57016 0.64771
H 0.44344 2.06734 -1.58043
*
```

=====

Question: which arrangement is favored energetically? Ranking from most to least stable: model w, model x.

=====

Model w:
Molecular formula: CHCl4P
Method: DFT, ωB97M-V with the def2-TZVPD basis set

Results
LUMO level, eV: -0.993
Gap between HOMO and LUMO, eV: 7.97
HOMO, eV: -8.964

Geometry as ORCA input:
```
! RIJCOSX wB97M-V def2-TZVPD def2/J DEFGRID3
* xyz 0 1
C -1.60390 0.62992 -1.94053
P -1.53559 -1.32178 -0.34552
Cl -0.04857 1.27585 -1.80706
Cl -1.87057 -0.20308 -3.42401
Cl -2.98092 1.75908 -1.64028
Cl 0.28232 -1.40728 0.47810
H -1.05109 -2.09194 -1.62807
*
```

=====

Model x:
Molecular formula: CHCl4P
Method: DFT, ωB97M-V with the def2-TZVPD basis set

Results
LUMO level (alpha / beta), eV: -1.217 / -1.362
Gap between HOMO and LUMO (alpha / beta), eV: 7.98 / 7.17
HOMO (alpha / beta), eV: -9.199 / -8.534

Geometry as ORCA input:
```
! RIJCOSX wB97M-V def2-TZVPD def2/J DEFGRID3
* xyz 0 1
C 1.10751 -0.47106 0.15269
P -1.67624 0.40899 -0.96667
Cl 1.77198 -1.50705 -1.15073
Cl 1.66802 1.24394 0.19098
Cl 1.05129 -1.25992 1.69576
Cl -2.10292 2.04640 0.07482
H -1.81964 -0.46130 0.00315
*
```

=====

Question: which arrangement is favored energetically? Ranking from most to least stable: model w, model x.

=====

Model w:
Molecular formula: C4H7N5
Method: DFT, ωB97M-V with the def2-TZVPD basis set

Results
LUMO level, eV: -0.432
Gap between HOMO and LUMO, eV: 9.03
HOMO, eV: -9.462

Geometry as ORCA input:
```
! RIJCOSX wB97M-V def2-TZVPD def2/J DEFGRID3
* xyz 0 1
C -0.75269 0.99095 2.73655
C -0.79727 0.39413 0.44595
C -0.35264 0.31261 -1.70279
C 1.31671 -1.14417 -2.26142
H 0.79500 -0.24429 2.34354
H -1.35068 1.30898 3.59315
H -2.19125 1.37650 1.28311
H 0.31038 0.26626 0.47227
H -0.28186 0.84009 -3.04317
H 1.20036 -1.04773 -3.58893
H 2.54941 -1.85465 -1.05810
N 0.42595 0.61739 3.02869
N -1.40551 0.70157 1.60002
N -1.43782 0.67241 -0.69323
N 0.42001 -0.62364 -1.23264
N 2.35222 -1.93435 -2.03307
*
```

=====

Model x:
Molecular formula: C4H7N5
Method: DFT, ωB97M-V with the def2-TZVPD basis set

Results
LUMO level, eV: 1.000
Gap between HOMO and LUMO, eV: 9.65
HOMO, eV: -8.649

Geometry as ORCA input:
```
! RIJCOSX wB97M-V def2-TZVPD def2/J DEFGRID3
* xyz 0 1
N 0.85765 1.75370 -1.80013
C 0.59708 0.76528 -0.78587
C 0.31118 1.09305 0.50144
C -0.37532 0.17680 1.26488
N -0.88296 0.59748 2.50021
N -0.74015 -1.07290 0.87014
C -0.25232 -1.30899 -0.42767
N -0.55720 -2.57413 -0.98385
N 0.40103 -0.49549 -1.22419
H 1.07131 1.19629 -2.59216
H 1.63683 2.34743 -1.53666
H 0.75760 2.02151 1.01098
H -1.32814 -0.17111 3.06336
H -0.94896 1.56530 2.66304
H -0.03339 -3.30360 -0.54470
H -0.51424 -2.59061 -1.97881
*
```

=====

Question: which arrangement is favored energetically? Ranking from most to least stable: model x, model w.